[1]
21
Properties=species:S:1:pos:R:3 method="wB97M-V/def2-TZVPD" de_lowest_kcal_mol=25.5 spin_multiplicity=2 energy_ev=-31475.367
Cl -5.0381 -1.8781 0.0644
Cl -1.6670 1.1175 -0.8027
C 0.2722 -2.3895 1.5607
C -0.3763 -1.2828 0.8241
C 0.5600 -0.1985 0.1959
C 0.0170 1.0760 -0.6280
C 0.3791 2.4147 0.1160
C 0.5939 1.0339 -2.1135
H -0.3949 -3.1503 1.9451
H 0.9494 -2.8660 0.8759
H 0.8190 -1.9281 2.3609
H -0.9243 -1.8346 0.0703
H -0.9801 -0.8329 1.6180
H 1.1930 0.2395 0.9883
H 1.2370 -0.7119 -0.5194
H 0.2015 3.2987 -0.5097
H -0.3611 2.5843 0.9058
H 1.4223 2.2656 0.4510
H 0.4548 1.9815 -2.6666
H 1.6437 0.7113 -2.0002
H -0.0010 0.3497 -2.7365

***

[2]
16
Properties=species:S:1:pos:R:3 method="wB97M-V/def2-TZVPD" de_lowest_kcal_mol=1.0 smiles=CC.CC spin_multiplicity=1 energy_ev=-4342.486
C -0.0106 0.3447 1.8121
C 0.5973 -0.7923 2.6220
H 0.5818 1.2653 1.8576
H -0.1007 0.0959 0.7509
H -1.0110 0.5875 2.1594
H 1.3976 -1.2976 2.0892
H -0.1414 -1.5478 2.8779
H 1.0235 -0.4348 3.5599
C 0.3080 0.6759 -2.1714
C -0.9033 -0.2315 -2.2814
H 1.1446 0.2146 -1.6404
H 0.7175 0.9658 -3.1436
H 0.0796 1.5676 -1.5944
H -0.6955 -1.1292 -2.8575
H -1.7493 0.2857 -2.7419
H -1.2381 -0.5700 -1.2984

***

[3]
65
Properties=species:S:1:pos:R:3 method="wB97M-V/def2-TZVPD" spin_multiplicity=5 energy_ev=-86012.792
P -2.3258 -0.3903 1.0751
P 1.5800 -0.5032 -0.7739
C -1.4679 0.6319 -0.1388
C -0.1884 0.0023 -0.9134
H -1.6714 1.7207 0.3822
H -2.1701 0.6418 -0.9811
H -0.6354 -0.8311 -1.5371
H -0.0950 0.7773 -1.7118
C 2.5969 0.7774 -0.1303
H 3.4468 0.3809 0.4215
H 2.0124 1.4157 0.5153
H 2.9166 1.4207 -0.9413
C 2.0005 -0.8333 -2.5256
H 2.7095 -0.0820 -2.8989
H 1.0964 -0.7798 -3.1639
H 2.4934 -1.8283 -2.5923
C -3.0239 0.6264 2.3816
H -3.1380 -0.1649 3.1439
H -4.0035 1.0662 2.1411
H -2.3144 1.3913 2.7334
C -3.6557 -1.2699 0.1801
H -3.2857 -1.6468 -0.7908
H -4.5540 -0.6474 0.0141
H -3.8364 -2.1015 0.8935
Fe -0.6558 2.2435 -0.8872
C -0.8849 2.9776 -2.5877
C -0.1215 3.8010 -1.6363
C -0.7022 5.0019 -0.9602
C -2.1690 5.0037 -0.5380
C -2.6819 3.6297 -0.1698
C -3.4010 2.8670 -1.0336
C -3.4570 3.1611 -2.4775
C -2.1531 3.6130 -3.1560
C -0.9883 -1.4304 1.7373
H -0.2749 2.3190 -3.2710
H 0.9929 3.5974 -1.4677
H -0.5667 5.8052 -1.6773
H -0.0594 5.1869 -0.0972
H -2.2349 5.6662 0.3450
H -2.7731 5.5479 -1.3022
H -2.7600 3.3711 0.9099
H -4.0926 2.1078 -0.6541
H -4.1978 3.9113 -2.7754
H -3.8018 2.2525 -2.9687
H -2.2420 3.2881 -4.2095
H -2.1849 4.7269 -3.2689
H -0.7490 -2.2743 1.1084
H -1.2127 -1.8268 2.7160
H -0.0798 -0.8128 1.8778
O 2.4629 -1.2210 2.1621
C 2.4171 -2.1233 1.3228
O 1.9314 -1.8898 0.0100
C 3.1357 -3.4203 1.4727
C 3.7472 -3.4826 2.7277
C 4.3384 -4.6384 3.1948
C 4.3149 -5.8092 2.3821
C 3.6004 -5.7750 1.1405
C 3.0074 -4.5850 0.6693
N 4.9222 -7.0149 2.8216
O 5.5336 -7.0357 3.9171
O 4.8411 -8.0442 2.1153
H 3.8221 -2.5721 3.3147
H 4.8326 -4.6136 4.1649
H 3.5340 -6.7124 0.5615
H 2.5235 -4.5715 -0.3156

***

[4]
33
Properties=species:S:1:pos:R:3 method="wB97M-V/def2-TZVPD" spin_multiplicity=6 energy_ev=-54869.040
Tm 0.1528 -0.0795 0.0777
Cl -0.0075 1.7488 -1.5150
C -1.8186 -0.9739 0.2748
H -1.6413 -1.7503 1.0074
H -2.0831 -1.3514 -0.6930
H -2.4916 -0.2138 0.6227
Re 0.6813 0.1309 -4.7079
C -1.2939 0.6580 -4.6462
C 2.2729 1.2015 -3.9974
C 1.0844 -1.5865 -5.4789
H 2.8158 0.6436 -3.2079
H 3.0204 1.4177 -4.7888
H 1.9808 2.1793 -3.5527
H -1.8886 -0.0698 -4.0582
H -1.4670 1.6570 -4.1863
H -1.7538 0.6845 -5.6567
H 0.3307 -2.2875 -5.8921
H 2.1042 -2.0135 -5.5667
C 0.3258 1.4812 5.4446
C 0.1698 0.0689 4.8573
C 1.2304 -0.9087 5.3989
C -1.2432 -0.4789 5.1852
C 0.3759 0.1925 3.3961
C 0.5543 0.2754 2.2286
H 0.2290 1.4547 6.5364
H -0.4547 2.1309 5.0398
H 1.2997 1.9004 5.1792
H 1.1559 -0.9869 6.4899
H 1.0670 -1.9014 4.9701
H 2.2370 -0.5756 5.1322
H -2.0278 0.1759 4.7951
H -1.3899 -1.4801 4.7693
H -1.3661 -0.5442 6.2724

***

[5]
13
Properties=species:S:1:pos:R:3 method="wB97M-V/def2-TZVPD" de_lowest_kcal_mol=66.8 smiles=C[C@@H]1O[C@@H]1C spin_multiplicity=1 energy_ev=-6322.271
C -0.7645 0.7343 -1.1437
C -0.0879 1.0463 0.1720
O 1.2511 1.3320 0.1030
C 0.6207 -0.0545 0.8228
C 0.5218 -1.4780 0.4248
H -0.0834 0.1968 -1.8131
H -1.6596 0.1280 -0.9646
H -1.0626 1.6591 -1.6413
H -0.7027 1.6638 0.8308
H 0.9623 -0.0020 1.8507
H -0.3933 -1.2575 1.1432
H 1.3436 -2.1669 0.7240
H 0.0546 -1.8012 -0.5087

***

[6]
102
Properties=species:S:1:pos:R:3 method="wB97M-V/def2-TZVPD" spin_multiplicity=3 energy_ev=-53747.653
Ag -17.0545 -22.4046 -5.1867
C -19.5993 -19.0827 -5.7389
C -18.7104 -20.3166 -5.7990
O -19.1676 -21.4433 -5.4856
O -17.4829 -20.2573 -6.1013
H -20.3390 -18.8871 -6.5152
H -18.9680 -18.2052 -5.5987
H -20.1417 -19.0284 -4.7950
C -23.1708 -18.0187 -6.8976
C -24.1001 -19.1235 -6.3661
C -25.0312 -18.5112 -5.2565
O -24.2182 -17.7965 -4.3196
C -23.5529 -18.6287 -3.3623
N -24.8787 -19.7242 -7.3951
H -22.4634 -17.7051 -6.1299
H -23.7892 -17.1681 -7.1844
H -22.6817 -18.3083 -7.8276
H -23.4695 -19.9443 -6.0241
H -25.7750 -19.2055 -4.8655
H -25.7093 -17.7411 -5.6244
H -23.2962 -19.6088 -3.7641
H -24.2180 -18.7818 -2.5123
H -22.6686 -18.1122 -2.9891
H -24.3001 -20.1627 -8.0972
H -25.5023 -20.4315 -7.0331
C -19.9085 -18.5791 0.1180
C -21.1735 -19.3301 -0.2057
C -21.0162 -20.4229 -1.2521
O -22.3089 -21.0698 -1.3275
C -22.3649 -21.9967 -2.4572
N -21.5349 -19.8987 1.0443
H -19.0618 -19.1957 0.4197
H -20.0625 -17.7917 0.8558
H -19.5395 -17.9640 -0.7026
H -21.9556 -18.7171 -0.6536
H -20.3110 -21.1822 -0.9141
H -20.6636 -20.0051 -2.1950
H -21.4611 -22.5894 -2.5989
H -22.5487 -21.5085 -3.4143
H -23.2213 -22.6389 -2.2521
H -20.9215 -20.7009 1.0638
H -22.4428 -20.2814 0.8221
C -13.0060 -22.5310 -3.6287
C -14.5105 -22.4415 -3.8884
C -15.1288 -21.1607 -3.3095
O -16.5469 -21.1862 -3.4247
C -17.1857 -20.1141 -2.7273
N -14.6934 -22.5651 -5.3071
H -12.4948 -21.6909 -4.0989
H -12.5730 -23.4448 -4.0357
H -12.7710 -22.5023 -2.5647
H -14.9329 -23.3092 -3.3815
H -14.7204 -20.2954 -3.8315
H -14.8062 -21.0750 -2.2718
H -16.9346 -20.1831 -1.6688
H -18.2572 -20.1028 -2.9267
H -16.7828 -19.1385 -2.9994
H -14.2174 -23.4333 -5.5068
H -13.9760 -22.0039 -5.7435
C -16.8214 -22.0012 -9.2407
C -17.7336 -22.8210 -8.4055
C -18.4054 -23.9721 -9.2307
O -19.2615 -24.7745 -8.4285
C -19.6807 -25.9570 -9.0926
N -17.0827 -23.3527 -7.2412
H -16.2883 -21.2297 -8.6851
H -17.3615 -21.5152 -10.0532
H -16.0350 -22.5673 -9.7397
H -18.4796 -22.1367 -8.0015
H -17.6411 -24.5900 -9.7020
H -19.0363 -23.5932 -10.0347
H -18.8774 -26.6590 -9.3165
H -20.2232 -25.6104 -9.9722
H -20.3901 -26.4017 -8.3948
H -17.6661 -24.1692 -7.1267
H -16.2295 -23.7778 -7.5752
C -25.9015 -23.9316 -4.6106
C -25.2539 -22.7878 -5.2186
C -23.9372 -23.1083 -5.9965
O -23.0642 -23.8704 -5.1893
C -21.7616 -23.9257 -5.7278
N -26.1996 -22.1428 -6.0937
H -26.8256 -23.7028 -4.0797
H -25.2381 -24.4025 -3.8852
H -26.1063 -24.6945 -5.3616
H -25.0152 -22.1207 -4.3903
H -23.5837 -22.1334 -6.3323
H -24.1085 -23.6849 -6.9055
H -21.7947 -24.6147 -6.5718
H -21.0221 -24.4019 -5.0841
H -21.3832 -22.9367 -5.9863
H -26.6783 -22.7829 -6.7111
H -26.9793 -21.8320 -5.5319
C -16.0870 -16.5445 -5.2788
C -15.4182 -17.5320 -6.3024
O -16.3504 -17.9597 -7.2423
H -15.3376 -16.0247 -4.6820
H -16.6950 -17.0806 -4.5500
H -16.7420 -15.8194 -5.7617
H -15.0114 -18.4314 -5.8401
H -14.6244 -17.1170 -6.9235
H -16.9450 -18.5490 -6.7724